1.
100
Properties=species:S:1:pos:R:3 method="wB97M-V/def2-TZVPD" e_above_lowest_ev=1.505 homo_lumo_gap_ha=0.275
Ta 0.932 -1.069 0.885
O -1.984 -2.241 -0.275
C -2.884 -2.314 0.745
C -3.735 -3.398 0.887
C -4.669 -3.411 1.912
C -4.756 -2.344 2.791
C -3.892 -1.266 2.648
C -2.946 -1.235 1.635
C -1.958 -0.097 1.469
O -0.675 -0.565 1.773
N -2.302 1.011 2.374
N -1.282 1.766 2.827
C -1.518 2.941 3.252
C -0.456 3.744 3.873
Br 1.173 2.838 4.267
C -0.557 5.027 4.215
C -1.702 5.897 3.878
C -2.245 6.738 4.851
C -3.318 7.562 4.552
C -3.855 7.570 3.271
C -3.302 6.762 2.288
C -2.229 5.935 2.586
H -1.982 -3.074 -0.769
H -3.661 -4.228 0.191
H -5.333 -4.260 2.016
H -5.485 -2.352 3.591
H -3.931 -0.443 3.350
H -1.986 0.240 0.423
H -3.114 1.528 2.048
H -2.508 3.395 3.217
H 0.253 5.476 4.778
H -1.827 6.733 5.850
H -3.735 8.203 5.318
H -4.692 8.215 3.038
H -3.697 6.785 1.280
H -1.766 5.342 1.806
C 2.276 -3.539 3.861
C 0.890 -2.917 3.711
C 0.024 -3.122 4.939
O 1.002 -1.520 3.414
C 0.243 -3.552 2.477
O -0.394 -4.569 2.529
O 0.536 -2.952 1.323
H 2.763 -3.138 4.753
H 2.893 -3.314 2.990
H 2.194 -4.620 3.975
H 0.558 -2.787 5.830
H -0.228 -4.175 5.050
H -0.897 -2.548 4.842
H 1.717 -1.124 3.926
C -3.703 -6.300 -0.337
C -3.036 -5.318 -1.262
C -3.800 -4.569 -2.150
C -3.209 -3.643 -3.000
C -1.843 -3.439 -2.945
C -1.066 -4.189 -2.064
N 0.319 -3.904 -1.931
C 1.220 -3.795 -2.951
C 0.998 -4.479 -4.164
C 1.917 -4.434 -5.182
C 3.106 -3.705 -5.055
C 3.328 -3.004 -3.900
C 2.402 -3.014 -2.840
C 2.573 -2.177 -1.668
O 1.959 -2.446 -0.626
O 3.348 -1.103 -1.635
C -1.643 -5.154 -1.234
C -0.787 -6.000 -0.333
H -4.785 -6.173 -0.355
H -3.360 -6.170 0.692
H -3.484 -7.332 -0.623
H -4.874 -4.708 -2.169
H -3.818 -3.064 -3.683
H -1.370 -2.688 -3.565
H 0.630 -3.599 -1.021
H 0.100 -5.074 -4.265
H 1.722 -4.993 -6.089
H 3.833 -3.684 -5.855
H 4.240 -2.434 -3.802
H 0.230 -6.066 -0.717
H -1.189 -7.010 -0.257
H -0.742 -5.585 0.676
Br 4.619 2.458 -6.315
C 4.210 1.334 -4.848
C 5.217 0.978 -3.965
C 4.920 0.147 -2.896
C 3.624 -0.304 -2.745
C 2.608 0.068 -3.600
C 2.909 0.894 -4.671
H 6.222 1.348 -4.108
H 5.677 -0.145 -2.180
H 1.593 -0.259 -3.412
H 2.130 1.209 -5.351
F 0.898 1.986 -1.792
Te 0.483 1.756 0.007
F -1.248 2.442 -0.561
F 1.126 3.535 0.207
F 2.709 -0.970 1.562
F 2.356 1.123 0.147
O 0.392 -0.342 -0.701

---

2.
103
Properties=species:S:1:pos:R:3 method="wB97M-V/def2-TZVPD" spin_multiplicity=3 e_above_lowest_ev=3.153 homo_lumo_gap_ha="0.223 / 0.224" total_charge=+3
Mo -0.751 -0.105 -0.320
N -0.722 3.485 -0.252
C -1.896 2.878 -0.508
N -2.083 1.555 -0.518
C -3.446 1.263 -0.677
C -4.253 2.327 -0.797
S -3.340 3.783 -0.722
C -3.795 -0.145 -0.655
C -4.987 -0.722 -0.875
S -4.847 -2.435 -0.808
C -3.163 -2.295 -0.507
N -2.737 -1.041 -0.424
N -2.363 -3.386 -0.483
H 0.112 3.028 -0.599
H -0.696 4.487 -0.386
H -5.325 2.339 -0.926
H -5.937 -0.253 -1.081
H -2.830 -4.280 -0.522
H -1.593 -3.370 0.171
C 1.033 0.626 2.844
C 0.374 -0.737 2.950
P -1.239 -0.711 2.086
C -2.221 0.437 3.078
C -2.821 0.002 4.263
C -3.486 0.912 5.071
C -3.552 2.253 4.714
C -2.927 2.695 3.556
C -2.260 1.791 2.742
C -1.903 -2.367 2.376
C -1.040 -3.462 2.475
C -1.553 -4.733 2.703
C -2.926 -4.917 2.824
C -3.788 -3.834 2.703
C -3.282 -2.562 2.476
C 1.249 1.056 1.404
P 2.758 0.411 0.459
C 2.335 -1.237 -0.238
C 3.458 -1.901 -0.746
C 3.351 -3.119 -1.393
C 2.101 -3.701 -1.585
C 0.976 -3.054 -1.122
C 1.084 -1.816 -0.478
C 3.909 -0.035 1.796
C 4.901 0.902 2.090
C 5.833 0.649 3.089
C 5.781 -0.540 3.798
C 4.804 -1.488 3.502
C 3.878 -1.243 2.503
H 1.999 0.605 3.347
H 0.424 1.370 3.360
H 0.178 -1.004 3.989
H 1.009 -1.505 2.509
H -2.764 -1.036 4.565
H -3.950 0.571 5.988
H -4.076 2.956 5.348
H -2.950 3.746 3.293
H -1.740 2.148 1.867
H 0.034 -3.337 2.393
H -0.880 -5.575 2.802
H -3.322 -5.905 3.029
H -4.858 -3.978 2.799
H -3.956 -1.716 2.397
H 1.375 2.138 1.371
H 0.285 0.913 0.819
H 4.435 -1.450 -0.613
H 4.244 -3.623 -1.742
H 2.012 -4.659 -2.082
H 0.009 -3.526 -1.248
H 0.171 -1.556 0.114
H 4.947 1.830 1.529
H 6.606 1.377 3.302
H 6.509 -0.741 4.574
H 4.774 -2.422 4.049
H 3.154 -2.010 2.253
N -1.222 -0.920 -2.494
C -0.383 -0.444 -3.582
C -0.602 0.813 -4.019
C 0.427 1.488 -4.856
C 1.330 0.535 -5.571
C 1.374 -0.775 -5.232
C 0.586 -1.279 -4.174
H -2.174 -0.630 -2.698
H -1.207 -1.936 -2.471
H -1.417 1.410 -3.634
H -0.001 2.200 -5.562
H 1.942 0.928 -6.374
H 2.040 -1.445 -5.760
H 0.708 -2.302 -3.844
F 2.955 3.513 -0.815
C 3.262 2.952 -1.963
F 3.407 3.843 -2.912
F 4.348 2.225 -1.864
S 1.892 1.701 -2.516
O 0.814 1.492 -1.527
O 2.601 0.550 -2.942
N 1.220 2.468 -3.877
S 0.362 3.892 -3.549
O -1.047 3.703 -3.679
O 0.897 4.430 -2.333
C 0.927 4.970 -4.975
F 0.653 6.204 -4.630
F 0.250 4.613 -6.052
F 2.219 4.799 -5.158

---

3.
95
Properties=species:S:1:pos:R:3 method="wB97M-V/def2-TZVPD" spin_multiplicity=5 e_above_lowest_ev=0.071 homo_lumo_gap_ha="0.121 / 0.202" total_charge=-2
Mn -0.591 1.467 1.981
C 1.829 0.457 -4.982
C 2.224 -0.118 -3.637
C 3.623 -0.709 -3.659
O 2.145 0.890 -2.659
C 1.495 0.384 -1.492
C 0.631 -0.760 -2.052
O 1.285 -1.119 -3.270
C 0.435 -2.072 -1.244
O -0.427 -1.736 -0.202
C 1.790 -2.532 -0.711
C 2.737 -3.161 -1.517
C 3.984 -3.508 -1.013
C 4.314 -3.212 0.300
C 3.397 -2.543 1.097
C 2.149 -2.201 0.592
C -0.292 -3.089 -2.158
C 0.084 -4.418 -2.302
C -0.650 -5.292 -3.098
C -1.786 -4.854 -3.755
C -2.198 -3.539 -3.587
C -1.462 -2.674 -2.793
C 0.728 1.529 -0.758
O 0.383 1.010 0.468
C 1.689 2.713 -0.504
C 2.927 2.444 0.076
C 3.809 3.465 0.389
C 3.460 4.788 0.146
C 2.216 5.070 -0.394
C 1.340 4.039 -0.716
C -0.476 1.942 -1.624
C -0.301 2.482 -2.902
C -1.387 2.803 -3.702
C -2.683 2.608 -3.237
C -2.870 2.104 -1.960
C -1.775 1.776 -1.166
H 2.516 1.258 -5.263
H 0.815 0.855 -4.925
H 1.861 -0.329 -5.739
H 4.327 0.026 -4.050
H 3.643 -1.601 -4.290
H 3.924 -0.986 -2.648
H 2.236 -0.003 -0.788
H -0.364 -0.365 -2.258
H 2.507 -3.357 -2.555
H 4.703 -4.003 -1.657
H 5.287 -3.482 0.694
H 3.652 -2.270 2.113
H 1.455 -1.639 1.199
H 0.945 -4.798 -1.771
H -0.333 -6.324 -3.187
H -2.354 -5.532 -4.380
H -3.103 -3.185 -4.066
H -1.823 -1.664 -2.648
H 3.196 1.424 0.317
H 4.765 3.229 0.841
H 4.140 5.591 0.404
H 1.911 6.098 -0.549
H 0.360 4.285 -1.105
H 0.703 2.675 -3.257
H -1.221 3.218 -4.690
H -3.533 2.860 -3.859
H -3.870 1.965 -1.567
H -1.941 1.383 -0.173
O -0.506 5.140 3.627
C -0.732 3.945 3.488
O -0.187 3.258 2.519
C -1.646 3.263 4.486
C -1.950 3.995 5.632
C -2.749 3.443 6.605
C -3.308 2.168 6.470
C -3.050 1.415 5.320
C -2.170 1.963 4.321
O -1.836 1.264 3.272
N -3.642 0.154 5.219
O -3.633 -0.512 4.123
O -4.270 -0.280 6.255
N -3.007 4.213 7.806
O -3.669 3.699 8.697
O -2.562 5.351 7.899
H -1.543 4.988 5.742
H -3.940 1.746 7.231
C -0.924 -4.482 0.811
Si -1.322 -2.654 0.879
C -0.933 -2.032 2.576
C -3.111 -2.421 0.465
H -1.386 -4.980 -0.046
H -1.303 -4.946 1.726
H 0.156 -4.658 0.765
H -0.617 -2.846 3.236
H -1.776 -1.526 3.052
H -0.107 -1.318 2.548
H -3.731 -3.021 1.137
H -3.324 -2.715 -0.566
H -3.399 -1.374 0.602

---

4.
91
Properties=species:S:1:pos:R:3 method="wB97M-V/def2-TZVPD" spin_multiplicity=6 homo_lumo_gap_ha="0.251 / 0.256"
Mn -0.496 0.098 0.194
C -1.605 1.542 4.425
Si -1.010 0.045 3.434
C -0.274 -1.202 4.632
C -2.518 -0.761 2.644
N 0.055 0.469 2.154
C 1.343 0.899 2.349
C 1.904 1.277 3.580
C 3.226 1.685 3.698
C 4.056 1.734 2.592
C 3.543 1.370 1.350
C 2.229 0.974 1.252
O 1.644 0.610 0.021
C 2.455 0.329 -1.068
C 2.925 1.366 -1.855
C 3.705 1.069 -2.964
C 3.995 -0.252 -3.279
C 3.500 -1.280 -2.487
C 2.728 -0.992 -1.370
H -1.817 1.273 5.463
H -2.524 1.969 4.010
H -0.846 2.327 4.431
H -1.066 -1.818 5.066
H 0.267 -0.733 5.456
H 0.417 -1.867 4.109
H -3.316 -0.853 3.386
H -2.278 -1.763 2.280
H -2.930 -0.200 1.798
H 1.283 1.242 4.468
H 3.608 1.961 4.674
H 5.089 2.043 2.683
H 4.170 1.389 0.469
H 2.691 2.386 -1.579
H 4.090 1.873 -3.579
H 4.608 -0.483 -4.142
H 3.718 -2.311 -2.734
H 2.330 -1.775 -0.736
N -0.683 -1.988 -0.029
C -0.550 -3.138 0.133
N -0.262 -4.371 0.345
C -1.152 -5.318 0.092
N -1.876 -6.199 -0.117
O -0.715 0.492 -1.884
As -1.737 -0.100 -3.054
C -0.706 -0.435 -4.627
C 0.643 -0.109 -4.593
C 1.417 -0.315 -5.727
C 0.845 -0.846 -6.874
C -0.504 -1.181 -6.897
C -1.285 -0.975 -5.771
C -3.051 1.251 -3.419
C -2.730 2.577 -3.148
C -3.652 3.578 -3.418
C -4.886 3.253 -3.965
C -5.203 1.930 -4.242
C -4.287 0.924 -3.969
C -2.666 -1.688 -2.573
C -3.724 -1.609 -1.675
C -4.292 -2.777 -1.187
C -3.800 -4.009 -1.596
C -2.753 -4.083 -2.507
C -2.177 -2.922 -2.992
H 1.080 0.284 -3.683
H 2.470 -0.067 -5.706
H 1.453 -1.008 -7.755
H -0.945 -1.604 -7.790
H -2.336 -1.241 -5.785
H -1.763 2.824 -2.727
H -3.404 4.609 -3.202
H -5.606 4.034 -4.175
H -6.167 1.679 -4.665
H -4.542 -0.109 -4.169
H -4.098 -0.646 -1.345
H -5.103 -2.724 -0.474
H -4.210 -4.923 -1.189
H -2.363 -5.050 -2.792
H -1.336 -2.977 -3.673
N -1.879 2.086 0.343
C -0.922 3.140 0.508
C -0.886 3.884 1.679
C 0.099 4.841 1.867
C 1.044 5.078 0.880
C 1.001 4.339 -0.293
C 0.034 3.362 -0.478
H -2.513 2.059 1.131
H -2.413 2.185 -0.512
H -1.618 3.697 2.456
H 0.126 5.402 2.792
H 1.813 5.824 1.028
H 1.741 4.513 -1.065
H 0.037 2.737 -1.364

---

5.
92
Properties=species:S:1:pos:R:3 method="wB97M-V/def2-TZVPD" e_above_lowest_ev=1.159 homo_lumo_gap_ha="0.242 / 0.242"
Ce -1.326 1.265 0.408
C -0.373 5.310 0.009
O 0.820 5.461 0.812
C 0.849 4.804 2.033
C 1.369 5.538 3.113
C 1.531 4.926 4.387
C 1.171 3.602 4.576
C 0.553 2.924 3.508
C 0.017 1.589 3.760
N -0.620 0.863 2.907
N -1.000 -0.346 3.409
C -1.631 -1.081 2.515
O -2.006 -0.614 1.329
C -1.972 -2.493 2.768
C -1.504 -3.167 3.907
C -1.699 -4.528 3.988
C -2.462 -5.224 3.053
C -3.078 -4.511 2.059
C -2.816 -3.158 1.892
C 0.358 3.503 2.260
O -0.244 2.860 1.260
H -1.154 4.915 0.655
H -0.071 4.682 -0.828
H -0.633 6.298 -0.516
H 1.529 6.591 3.067
H 1.979 5.463 5.198
H 1.222 3.075 5.566
H 0.076 1.306 4.837
H -0.948 -2.662 4.615
H -1.325 -5.111 4.836
H -2.551 -6.295 3.000
H -3.859 -4.991 1.460
H -3.191 -2.556 1.028
I -0.502 -3.505 -0.823
C 0.330 -2.929 -2.609
C -0.290 -3.533 -3.693
C 0.221 -3.565 -5.010
C 1.486 -3.031 -5.224
C 2.188 -2.408 -4.134
C 3.476 -1.924 -4.393
C 4.178 -1.219 -3.422
C 3.619 -1.130 -2.108
C 2.335 -1.611 -1.806
P 1.568 -1.045 -0.292
C 2.358 0.598 -0.086
C 2.137 1.563 -1.081
C 2.398 2.897 -0.863
C 2.959 3.277 0.365
C 3.291 2.316 1.316
C 2.971 0.971 1.094
C 2.142 -2.139 1.058
C 2.592 -3.469 0.990
C 2.903 -4.158 2.133
C 2.676 -3.609 3.365
C 2.108 -2.347 3.463
C 1.846 -1.621 2.294
C 1.622 -2.314 -2.827
H -1.146 -4.082 -3.380
H -0.165 -4.149 -5.858
H 1.900 -3.015 -6.223
H 3.854 -2.008 -5.422
H 5.192 -0.812 -3.563
H 4.215 -0.587 -1.390
H 1.662 1.316 -2.023
H 2.207 3.706 -1.595
H 3.182 4.327 0.564
H 3.803 2.613 2.271
H 3.185 0.250 1.882
H 2.757 -3.974 0.052
H 3.231 -5.149 2.039
H 2.809 -4.240 4.263
H 1.769 -1.902 4.370
H 1.381 -0.625 2.358
C -4.406 2.847 0.342
O -3.111 2.219 0.393
H -4.466 3.585 1.251
H -5.194 2.088 0.609
H -4.542 3.332 -0.592
C -4.346 2.108 -3.800
Si -3.008 0.859 -3.680
C -2.345 0.582 -5.414
C -3.481 -0.721 -2.818
Se -1.167 1.424 -2.431
H -5.291 1.652 -4.159
H -4.005 2.847 -4.515
H -4.613 2.662 -2.922
H -2.902 -0.208 -5.918
H -1.264 0.369 -5.326
H -2.548 1.497 -6.025
H -4.239 -1.276 -3.333
H -3.926 -0.448 -1.857
H -2.600 -1.393 -2.725

---

What did the fourth record say?
91
Properties=species:S:1:pos:R:3 method="wB97M-V/def2-TZVPD" spin_multiplicity=6 homo_lumo_gap_ha="0.251 / 0.256"
Mn -0.496 0.098 0.194
C -1.605 1.542 4.425
Si -1.010 0.045 3.434
C -0.274 -1.202 4.632
C -2.518 -0.761 2.644
N 0.055 0.469 2.154
C 1.343 0.899 2.349
C 1.904 1.277 3.580
C 3.226 1.685 3.698
C 4.056 1.734 2.592
C 3.543 1.370 1.350
C 2.229 0.974 1.252
O 1.644 0.610 0.021
C 2.455 0.329 -1.068
C 2.925 1.366 -1.855
C 3.705 1.069 -2.964
C 3.995 -0.252 -3.279
C 3.500 -1.280 -2.487
C 2.728 -0.992 -1.370
H -1.817 1.273 5.463
H -2.524 1.969 4.010
H -0.846 2.327 4.431
H -1.066 -1.818 5.066
H 0.267 -0.733 5.456
H 0.417 -1.867 4.109
H -3.316 -0.853 3.386
H -2.278 -1.763 2.280
H -2.930 -0.200 1.798
H 1.283 1.242 4.468
H 3.608 1.961 4.674
H 5.089 2.043 2.683
H 4.170 1.389 0.469
H 2.691 2.386 -1.579
H 4.090 1.873 -3.579
H 4.608 -0.483 -4.142
H 3.718 -2.311 -2.734
H 2.330 -1.775 -0.736
N -0.683 -1.988 -0.029
C -0.550 -3.138 0.133
N -0.262 -4.371 0.345
C -1.152 -5.318 0.092
N -1.876 -6.199 -0.117
O -0.715 0.492 -1.884
As -1.737 -0.100 -3.054
C -0.706 -0.435 -4.627
C 0.643 -0.109 -4.593
C 1.417 -0.315 -5.727
C 0.845 -0.846 -6.874
C -0.504 -1.181 -6.897
C -1.285 -0.975 -5.771
C -3.051 1.251 -3.419
C -2.730 2.577 -3.148
C -3.652 3.578 -3.418
C -4.886 3.253 -3.965
C -5.203 1.930 -4.242
C -4.287 0.924 -3.969
C -2.666 -1.688 -2.573
C -3.724 -1.609 -1.675
C -4.292 -2.777 -1.187
C -3.800 -4.009 -1.596
C -2.753 -4.083 -2.507
C -2.177 -2.922 -2.992
H 1.080 0.284 -3.683
H 2.470 -0.067 -5.706
H 1.453 -1.008 -7.755
H -0.945 -1.604 -7.790
H -2.336 -1.241 -5.785
H -1.763 2.824 -2.727
H -3.404 4.609 -3.202
H -5.606 4.034 -4.175
H -6.167 1.679 -4.665
H -4.542 -0.109 -4.169
H -4.098 -0.646 -1.345
H -5.103 -2.724 -0.474
H -4.210 -4.923 -1.189
H -2.363 -5.050 -2.792
H -1.336 -2.977 -3.673
N -1.879 2.086 0.343
C -0.922 3.140 0.508
C -0.886 3.884 1.679
C 0.099 4.841 1.867
C 1.044 5.078 0.880
C 1.001 4.339 -0.293
C 0.034 3.362 -0.478
H -2.513 2.059 1.131
H -2.413 2.185 -0.512
H -1.618 3.697 2.456
H 0.126 5.402 2.792
H 1.813 5.824 1.028
H 1.741 4.513 -1.065
H 0.037 2.737 -1.364

---

Repeat the fifth record exactly.
92
Properties=species:S:1:pos:R:3 method="wB97M-V/def2-TZVPD" e_above_lowest_ev=1.159 homo_lumo_gap_ha="0.242 / 0.242"
Ce -1.326 1.265 0.408
C -0.373 5.310 0.009
O 0.820 5.461 0.812
C 0.849 4.804 2.033
C 1.369 5.538 3.113
C 1.531 4.926 4.387
C 1.171 3.602 4.576
C 0.553 2.924 3.508
C 0.017 1.589 3.760
N -0.620 0.863 2.907
N -1.000 -0.346 3.409
C -1.631 -1.081 2.515
O -2.006 -0.614 1.329
C -1.972 -2.493 2.768
C -1.504 -3.167 3.907
C -1.699 -4.528 3.988
C -2.462 -5.224 3.053
C -3.078 -4.511 2.059
C -2.816 -3.158 1.892
C 0.358 3.503 2.260
O -0.244 2.860 1.260
H -1.154 4.915 0.655
H -0.071 4.682 -0.828
H -0.633 6.298 -0.516
H 1.529 6.591 3.067
H 1.979 5.463 5.198
H 1.222 3.075 5.566
H 0.076 1.306 4.837
H -0.948 -2.662 4.615
H -1.325 -5.111 4.836
H -2.551 -6.295 3.000
H -3.859 -4.991 1.460
H -3.191 -2.556 1.028
I -0.502 -3.505 -0.823
C 0.330 -2.929 -2.609
C -0.290 -3.533 -3.693
C 0.221 -3.565 -5.010
C 1.486 -3.031 -5.224
C 2.188 -2.408 -4.134
C 3.476 -1.924 -4.393
C 4.178 -1.219 -3.422
C 3.619 -1.130 -2.108
C 2.335 -1.611 -1.806
P 1.568 -1.045 -0.292
C 2.358 0.598 -0.086
C 2.137 1.563 -1.081
C 2.398 2.897 -0.863
C 2.959 3.277 0.365
C 3.291 2.316 1.316
C 2.971 0.971 1.094
C 2.142 -2.139 1.058
C 2.592 -3.469 0.990
C 2.903 -4.158 2.133
C 2.676 -3.609 3.365
C 2.108 -2.347 3.463
C 1.846 -1.621 2.294
C 1.622 -2.314 -2.827
H -1.146 -4.082 -3.380
H -0.165 -4.149 -5.858
H 1.900 -3.015 -6.223
H 3.854 -2.008 -5.422
H 5.192 -0.812 -3.563
H 4.215 -0.587 -1.390
H 1.662 1.316 -2.023
H 2.207 3.706 -1.595
H 3.182 4.327 0.564
H 3.803 2.613 2.271
H 3.185 0.250 1.882
H 2.757 -3.974 0.052
H 3.231 -5.149 2.039
H 2.809 -4.240 4.263
H 1.769 -1.902 4.370
H 1.381 -0.625 2.358
C -4.406 2.847 0.342
O -3.111 2.219 0.393
H -4.466 3.585 1.251
H -5.194 2.088 0.609
H -4.542 3.332 -0.592
C -4.346 2.108 -3.800
Si -3.008 0.859 -3.680
C -2.345 0.582 -5.414
C -3.481 -0.721 -2.818
Se -1.167 1.424 -2.431
H -5.291 1.652 -4.159
H -4.005 2.847 -4.515
H -4.613 2.662 -2.922
H -2.902 -0.208 -5.918
H -1.264 0.369 -5.326
H -2.548 1.497 -6.025
H -4.239 -1.276 -3.333
H -3.926 -0.448 -1.857
H -2.600 -1.393 -2.725